149
Properties=species:S:1:pos:R:3:forces:R:3:mulliken_charge:R:1 method="wB97M-V/def2-TZVPD" total_charge=+1 orbital_gap_ev=7.27
C 1.678056 -3.892809 3.760923 0.110 0.309 -0.722 -1.18
C 1.467662 -3.463646 2.307320 0.993 -0.871 0.381 -0.06
O 1.005046 -2.127819 2.204762 -0.415 0.566 0.213 -0.39
C 0.917622 -1.816204 0.846415 0.367 -2.081 0.569 -1.65
N 0.497842 -0.441498 0.678846 1.168 -1.349 0.211 0.35
C 1.406488 0.472662 0.899252 2.750 1.135 1.086 1.79
C 2.788628 0.100965 1.329989 0.300 -1.173 -0.685 -1.36
C 3.698361 -0.350597 0.141111 0.776 -0.076 0.911 -0.85
C 4.818794 -1.225397 0.765803 -0.574 0.415 0.166 -0.39
O 5.291373 -0.608574 1.953173 0.063 -0.006 -0.153 -0.43
C 6.259825 0.378401 1.656766 0.138 0.320 0.339 -0.67
C 1.100913 1.804451 0.773261 0.468 1.664 0.338 -0.06
C 2.103593 2.893949 1.008966 1.296 -0.638 -0.101 -0.53
C 3.222217 2.836709 -0.073197 -0.135 0.234 0.429 -1.12
C -0.163247 2.130942 0.425678 -0.318 0.943 -1.214 1.48
C -0.659616 3.553957 0.343415 2.093 -0.448 -1.732 -0.52
O -1.646681 3.806624 0.897371 -3.682 0.455 2.416 -0.47
O -0.011714 4.591846 -0.261690 0.500 -0.324 1.231 -0.34
P -0.189034 5.865257 0.897069 0.562 1.875 -0.487 0.32
S 1.065748 7.295677 0.666170 -0.176 -0.460 -0.188 -0.30
C -1.089414 1.133618 0.170854 -0.447 3.379 0.249 -1.65
N -2.374046 1.563308 -0.220984 -0.474 -1.307 -0.934 0.65
C -2.679131 1.198291 -1.591904 -2.552 2.268 -0.068 0.82
C -3.691102 2.043041 -2.320479 0.196 0.960 1.758 -1.72
O -2.152412 0.323267 -2.155113 2.384 -2.392 -1.325 -0.49
C -3.435198 1.229672 0.674860 2.711 2.028 2.605 0.63
C -3.245275 1.607502 2.125576 0.311 0.460 -0.231 -0.53
O -4.407683 0.711710 0.318474 -3.631 -1.859 -2.057 -0.52
C -0.722501 -0.123863 0.323617 -2.807 -3.133 -1.206 1.46
C -1.735178 -1.222000 0.100137 0.074 -0.848 1.024 -1.61
N -2.128291 -1.777953 1.415551 0.214 0.104 -0.317 -0.34
H 1.072190 -3.271634 4.415272 -0.026 -0.164 0.225 0.29
H 2.734929 -3.806547 4.001287 -0.026 0.242 0.324 0.36
H 1.436531 -4.945854 3.854349 -0.240 -0.028 0.185 0.17
H 0.801596 -4.159026 1.788565 -0.293 0.236 -0.014 0.66
H 2.448542 -3.565904 1.793632 -0.541 0.367 0.112 -0.13
H 0.247248 -2.541247 0.387699 -0.227 0.442 -0.257 0.58
H 1.905581 -2.001004 0.421964 -0.114 0.463 -0.402 0.47
H 2.753718 -0.757854 1.998860 -0.182 0.174 0.179 0.88
H 3.281984 0.884304 1.886245 -0.129 0.195 -0.031 0.73
H 3.134055 -0.903312 -0.606751 0.144 0.033 -0.210 0.49
H 4.205430 0.488604 -0.317337 -0.370 0.160 -0.304 0.44
H 5.658664 -1.359634 0.082020 -0.399 -0.186 0.055 0.11
H 4.371138 -2.173510 1.070169 0.280 -0.213 -0.057 0.25
H 5.971358 0.997275 0.802131 0.070 -0.063 -0.107 0.28
H 6.344533 1.047600 2.511454 -0.051 -0.087 0.124 0.24
H 7.244266 -0.062607 1.483191 -0.027 -0.067 -0.185 0.34
H 1.670039 3.883811 1.055146 -0.123 -0.111 -0.065 -0.71
H 2.597963 2.712933 1.964146 -0.178 0.176 0.166 0.67
H 4.129680 2.445947 0.379178 0.086 -0.035 -0.104 0.07
H 2.942930 2.203063 -0.910287 -0.037 0.075 -0.134 0.43
H 3.466255 3.830166 -0.421389 -0.111 0.087 -0.196 0.42
H -0.068541 5.229790 2.152173 -0.113 -0.281 -0.417 0.10
H -1.520247 6.310430 0.852561 0.123 -0.478 -0.196 0.03
H -4.379097 1.454303 -2.910441 0.140 -0.149 -0.181 0.45
H -3.096677 2.732532 -2.934319 -0.404 -0.226 0.180 0.35
H -4.230195 2.639948 -1.583510 -0.218 0.054 -0.198 0.50
H -2.340556 1.154421 2.531377 -0.017 -0.020 0.157 0.35
H -4.126074 1.337492 2.702540 0.328 -0.254 -0.341 -0.44
H -3.120700 2.688592 2.197431 0.058 -0.096 -0.006 0.42
H -1.286627 -2.041426 -0.460026 -0.127 0.249 -0.469 0.56
H -2.598315 -0.869331 -0.443246 0.167 -0.028 0.022 0.52
H -1.740278 -1.229779 2.168065 -0.152 -0.103 0.300 0.29
H -3.133378 -1.808407 1.500918 -0.068 0.025 0.131 0.38
C -2.709985 3.006138 -6.471455 0.151 -0.025 -0.183 0.02
Cl -2.290395 2.049354 -5.038785 0.317 -0.097 -0.522 -0.08
Cl -4.003906 2.250518 -7.400780 0.044 0.002 -0.046 -0.05
H -3.033904 3.986936 -6.150981 -0.067 -0.020 0.061 0.11
H -1.834464 3.091767 -7.100701 0.028 -0.177 0.028 -0.04
C 1.533955 -7.324495 6.743944 0.055 -0.070 0.064 -0.43
Cl 1.376738 -5.579361 6.971562 0.049 -0.049 -0.053 -0.06
Cl 2.270817 -7.698567 5.180011 -0.028 -0.101 0.175 -0.12
H 2.157255 -7.728724 7.532739 0.084 0.070 -0.036 0.31
H 0.547837 -7.772037 6.783690 -0.034 0.074 -0.087 0.30
C -5.537207 5.739652 -5.106397 -0.067 0.123 -0.021 -0.35
Cl -5.520233 5.609264 -6.866543 0.010 0.048 0.024 -0.13
Cl -4.922051 4.265349 -4.336553 -0.163 0.165 0.121 -0.08
H -4.909767 6.572797 -4.811641 0.079 -0.068 -0.010 0.22
H -6.555658 5.905862 -4.776386 -0.022 -0.109 -0.027 0.35
C -6.643046 -0.122115 -8.027600 0.016 0.034 0.050 -0.20
Cl -7.805166 -1.453191 -8.071282 -0.012 0.007 0.073 -0.17
Cl -5.879735 0.129968 -9.601420 0.025 0.050 0.033 -0.15
H -7.162102 0.785614 -7.742607 -0.056 -0.010 -0.084 0.28
H -5.873326 -0.353708 -7.300614 0.030 -0.071 -0.060 0.22
C -2.287198 9.562945 2.191034 0.008 0.246 0.003 -0.24
Cl -1.491062 8.274604 3.102254 -0.043 -0.006 0.169 -0.13
Cl -3.526710 8.943301 1.099810 -0.019 -0.071 -0.050 -0.15
H -2.756176 10.233234 2.901252 -0.056 -0.063 0.023 0.32
H -1.546416 10.097875 1.607286 0.062 -0.149 -0.041 0.22
C -1.785204 -3.235816 8.710969 -0.031 0.054 0.055 -0.32
Cl -1.765084 -3.073582 6.950456 -0.036 0.057 -0.033 -0.10
Cl -0.964812 -4.711571 9.231246 -0.101 0.100 0.202 -0.13
H -1.278416 -2.382559 9.146932 0.086 -0.016 -0.075 0.23
H -2.814610 -3.267635 9.047159 -0.014 -0.094 -0.061 0.34
C 0.521576 4.942357 -8.645549 0.055 -0.121 -0.129 -0.31
Cl -1.230803 5.185077 -8.613857 0.039 0.154 -0.159 -0.12
Cl 1.125107 4.400505 -7.075738 0.080 0.177 0.117 -0.12
H 0.750669 4.177986 -9.379487 -0.058 -0.066 0.049 0.24
H 1.005992 5.873954 -8.915297 -0.068 0.035 0.140 0.33
C 2.400367 -2.472227 8.854811 0.030 -0.070 0.072 0.04
Cl 4.070061 -2.073922 9.267735 -0.020 -0.042 0.036 -0.17
Cl 1.810841 -1.486860 7.505709 -0.110 -0.066 -0.001 -0.13
H 2.349493 -3.516968 8.572298 0.051 0.024 -0.079 -0.01
H 1.773259 -2.290413 9.719736 0.024 0.105 -0.009 0.27
C 2.212737 -7.138380 0.494997 -0.096 -0.278 -0.067 -0.03
Cl 2.705277 -5.462955 0.206074 0.185 -0.284 -0.381 -0.07
Cl 1.548551 -7.344067 2.118295 0.061 0.298 -0.018 -0.17
H 1.455873 -7.406240 -0.232490 -0.033 0.103 0.009 -0.15
H 3.076133 -7.783978 0.385689 0.065 0.076 0.076 0.39
C -0.001269 -8.635324 -2.867074 -0.037 -0.027 -0.009 -0.32
Cl 1.452552 -9.607884 -2.606712 -0.031 -0.036 -0.021 -0.15
Cl 0.326716 -6.910838 -2.642232 0.540 -0.276 0.138 -0.13
H -0.354470 -8.794796 -3.879152 0.093 0.057 -0.038 0.32
H -0.760425 -8.942905 -2.156353 0.071 0.035 0.085 0.29
C -2.997986 -5.282675 -3.469591 -0.024 -0.002 -0.046 -0.24
Cl -2.288039 -5.326220 -1.846516 -0.389 0.282 0.120 -0.13
Cl -2.071785 -6.257669 -4.617977 -0.366 0.130 -0.261 -0.14
H -4.007954 -5.670894 -3.417556 0.045 -0.101 0.054 0.30
H -3.011991 -4.256457 -3.816573 0.116 0.001 0.005 0.22
C 1.730770 0.565743 -6.809382 -0.015 0.044 0.098 -0.19
Cl 3.437863 0.336289 -7.199316 0.015 -0.014 0.073 -0.17
Cl 0.818217 1.156238 -8.200622 -0.148 -0.125 -0.072 -0.13
H 1.312002 -0.383452 -6.496840 0.007 -0.039 -0.108 0.31
H 1.649425 1.291224 -6.007443 0.029 0.086 -0.079 0.17
C -1.531581 9.816438 -3.803236 -0.090 0.128 -0.120 -0.30
Cl -1.208695 11.553043 -3.743840 0.002 -0.050 -0.063 -0.15
Cl -2.040744 9.195465 -2.233397 -0.078 -0.125 0.129 -0.07
H -2.320070 9.631861 -4.524014 -0.047 0.076 0.060 0.25
H -0.630228 9.305085 -4.099585 0.217 -0.048 0.015 0.29
C 4.310801 5.693501 2.370595 -0.082 0.069 -0.026 -0.18
Cl 4.241763 6.046612 0.644874 0.272 0.153 0.043 -0.13
Cl 5.298837 4.260576 2.702972 -0.041 -0.060 0.083 -0.13
H 4.740290 6.544115 2.885896 0.103 -0.035 -0.035 0.39
H 3.303244 5.512757 2.729050 -0.014 -0.038 -0.044 0.11
C -7.012278 2.146958 4.198645 -0.126 0.059 -0.046 -0.26
Cl -5.544933 1.208377 4.521534 -0.308 -0.133 0.365 -0.16
Cl -6.717836 3.880041 4.355772 -0.037 -0.007 -0.028 -0.14
H -7.343604 1.937681 3.188317 0.102 0.013 -0.032 0.24
H -7.775697 1.854025 4.909192 0.081 0.012 0.087 0.31
C 8.383835 -3.130061 -0.932530 0.121 -0.049 0.060 -0.28
Cl 6.773320 -2.698406 -1.530882 0.157 -0.293 -0.317 -0.12
Cl 9.452447 -1.726116 -0.886408 0.012 -0.032 0.034 -0.15
H 8.287047 -3.529802 0.070045 -0.061 0.083 0.024 0.25
H 8.811384 -3.876279 -1.591259 -0.030 0.070 -0.093 0.33
C 0.210975 -11.017005 2.271255 -0.011 0.048 0.136 -0.34
Cl -0.714196 -12.473997 1.901198 -0.009 0.012 0.057 -0.15
Cl 0.862577 -10.271128 0.806340 -0.025 -0.251 -0.196 -0.07
H -0.440035 -10.304451 2.764703 -0.044 0.015 -0.088 0.25
H 1.035060 -11.280981 2.923522 0.046 -0.053 -0.084 0.31